The following is a quantum chemistry calculation of a single C16H31NO2 molecule, from the Open Molecules 2025 dataset.

Element x y z (Å)
C 0.21 2.86 -6.20
C 1.36 2.67 -5.22
C 2.68 2.53 -5.99
C 1.15 1.45 -4.32
C -0.01 1.60 -3.34
C -0.10 0.40 -2.40
C -1.22 0.53 -1.36
C -2.60 0.36 -1.99
C -1.05 -0.52 -0.24
C 0.06 -0.16 0.75
O 0.22 -1.19 1.73
C -0.61 -1.17 2.77
O -1.49 -0.36 2.93
C -0.28 -2.29 3.74
N 0.58 -1.76 4.80
C 1.13 -2.80 5.65
C 0.06 -3.11 6.72
C -0.76 -1.81 6.80
C -0.13 -0.90 5.73
H 0.08 1.97 -6.81
H 0.41 3.70 -6.86
H -0.72 3.06 -5.68
H 1.43 3.56 -4.58
H 2.85 3.40 -6.62
H 2.65 1.65 -6.63
H 3.52 2.43 -5.31
H 0.99 0.57 -4.95
H 2.07 1.28 -3.75
H -0.94 1.70 -3.90
H 0.13 2.51 -2.75
H 0.86 0.28 -1.90
H -0.27 -0.51 -2.99
H -1.16 1.52 -0.90
H -3.38 0.48 -1.25
H -2.76 1.11 -2.77
H -2.69 -0.63 -2.44
H -0.83 -1.50 -0.68
H -1.98 -0.60 0.32
H -0.18 0.78 1.25
H 1.03 -0.09 0.26
H 0.27 -3.06 3.20
H -1.23 -2.71 4.13
H 2.02 -2.38 6.13
H 1.43 -3.67 5.07
H -0.56 -3.95 6.40
H 0.52 -3.37 7.67
H -0.70 -1.36 7.79
H -1.81 -2.00 6.58
H 0.61 -0.24 6.19
H -0.87 -0.29 5.21

- highest occupied orbital energy (eV) = -8.72
- relative energy (zero: lowest compared OMol25 entry of this formula, charge and spin) (kJ/mol) = 85.1
- electronic energy (a.u.) = -833.4961
- net charge = 0
- largest force on an atom (eV/Å) = 0.5
- HOMO-LUMO gap (eV) = 9.691